{
  "formula": "C5H13N3O",
  "method": "ωB97M-V/def2-TZVPD",
  "elements": ["C", "C", "C", "C", "C", "N", "N", "O", "N", "H", "H", "H", "H", "H", "H", "H", "H", "H", "H", "H", "H", "H"],
  "coordinates": [[-0.007250, -1.961238, 0.239320], [-0.134593, 1.864499, 0.000789], [-1.460433, -2.402075, 0.197365], [0.931272, 2.950017, 0.056933], [0.430217, 0.459409, -0.112974], [0.716632, -2.701302, 1.229114], [-1.002938, 2.093451, -1.151121], [1.401071, 0.356716, -1.064230], [-0.118140, -0.470364, 0.528207], [1.657931, -0.568392, -1.180634], [0.480272, -2.144688, -0.736342], [-0.761965, 1.897789, 0.895583], [0.253917, -2.634820, 2.128480], [1.666398, -2.360325, 1.334444], [-1.735008, 1.392220, -1.183844], [-0.460223, 2.026987, -2.006775], [-1.534022, -3.487476, 0.185395], [-1.965110, -1.979600, -0.666110], [-1.921081, -1.980980, 1.102219], [1.519028, 2.858080, 0.966991], [0.448090, 3.923003, 0.037350], [1.595938, 2.869086, -0.800162]],
  "atomic_forces_ev_per_a": [[0.04, 1.57, -0.35], [0.33, 0.15, -0.07], [0.20, 0.04, 0.34], [-0.19, -0.19, 0.03], [-0.16, -0.19, 0.09], [0.23, -0.10, 0.20], [-0.09, 0.15, -0.12], [0.11, -0.04, -0.20], [-0.26, -1.30, 0.22], [-0.10, 0.13, 0.06], [-0.12, 0.02, 0.18], [0.18, -0.14, -0.10], [0.05, 0.06, 0.01], [-0.14, -0.01, 0.05], [0.05, 0.02, -0.04], [-0.10, -0.01, 0.01], [-0.06, -0.03, -0.02], [-0.07, 0.02, -0.07], [-0.08, -0.31, -0.25], [0.11, 0.02, 0.05], [-0.01, 0.08, 0.03], [0.08, 0.04, -0.05]],
  "smiles": "C[C@H](N)/N=C(\\O)[C@@H](C)N",
  "total_energy_ev": -11913.519,
  "lumo_ha": 0.0222,
  "multiplicity": 1,
  "e_above_lowest_ev": 1.0974,
  "gap_ev": 9.6
}

***

{
  "formula": "C2H13N3O3",
  "method": "ωB97M-V/def2-TZVPD",
  "elements": ["C", "N", "C", "N", "N", "H", "H", "H", "H", "H", "H", "H", "H", "H", "O", "H", "H", "O", "H", "H", "O"],
  "coordinates": [[2.870962, 0.346314, -0.232931], [1.477900, 0.740491, -0.273865], [0.607400, 0.086713, -1.128035], [-0.544310, 0.809230, -1.390971], [0.948121, -1.050197, -1.586510], [2.972197, -0.713254, 0.031616], [3.339943, 0.362520, -1.219692], [3.323677, 0.897468, 0.581489], [1.259756, 1.636390, 0.117739], [-0.632861, 1.751659, -1.071356], [-1.112477, 0.406964, -2.107337], [0.268726, -1.539495, -2.147098], [-0.554086, -2.330578, 1.560850], [-1.849482, -1.706100, 1.263842], [-0.930639, -1.451376, 1.413781], [-3.639697, -0.527141, -0.084199], [-3.491111, -0.098485, -1.531449], [-3.695957, 0.243667, -0.656491], [0.817344, 1.048629, 2.430798], [0.051791, -0.251545, 2.455715], [0.340513, 0.471531, 3.038379]],
  "atomic_forces_ev_per_a": [[-0.42, -1.20, 0.28], [0.17, -0.42, -0.16], [0.05, 0.98, 0.35], [0.67, -1.13, 0.17], [0.38, -0.38, 0.15], [-0.32, 0.12, 0.18], [0.22, 0.73, 0.14], [0.54, 0.34, -0.34], [-0.22, 0.10, -0.35], [-0.30, 0.10, -0.20], [-0.38, 0.47, -0.03], [-0.29, 0.30, -0.22], [0.45, 0.25, -0.04], [-0.06, 0.54, 0.05], [-0.33, -0.99, -0.08], [-0.02, 0.08, 0.03], [-0.05, 0.01, -0.01], [-0.08, -0.06, -0.04], [-0.01, -0.06, 0.18], [-0.19, 0.23, 0.21], [0.19, -0.01, -0.29]],
  "smiles": "[H]/N=C(\\N)NC.O.O.O",
  "total_energy_ev": -12897.464,
  "lumo_ha": 0.0055,
  "multiplicity": 1,
  "e_above_lowest_ev": 0.7406,
  "gap_ev": 8.9
}

***

{
  "formula": "C4H5Cl2NO",
  "method": "ωB97M-V/def2-TZVPD",
  "elements": ["C", "C", "C", "C", "H", "H", "H", "H", "H", "N", "O", "Cl", "Cl"],
  "coordinates": [[0.273642, -0.171617, 0.018798], [-0.476840, -0.616937, -1.201117], [-1.790863, 0.499447, 0.890763], [-0.466897, 0.022612, 1.277385], [0.033290, -1.359197, -1.686638], [-0.767191, 0.018442, -2.047547], [-2.240026, 1.571015, 1.311203], [-0.577532, -0.867565, 1.944822], [0.092538, 0.671117, 1.897611], [-2.318696, 0.055159, -0.250415], [-1.551556, -1.036279, -0.483891], [1.775677, -1.058665, 0.271022], [0.981264, 1.615681, -0.371633]],
  "atomic_forces_ev_per_a": [[4.36, 3.01, -1.49], [0.02, 1.59, 0.49], [-3.42, 4.27, -2.10], [-0.86, -1.56, 1.67], [1.11, -2.57, -0.72], [0.22, 0.92, 0.80], [1.02, -3.21, -1.02], [0.23, 0.02, -1.02], [0.27, 1.08, 0.51], [0.10, 2.39, 4.72], [-2.45, -4.56, -2.10], [-0.03, -0.68, 0.16], [-0.58, -0.71, 0.08]],
  "smiles": "ClC1(Cl)CC=NOC1",
  "total_energy_ev": -32807.581,
  "lumo_ha": 0.0197,
  "multiplicity": 1,
  "e_above_lowest_ev": 3.6084,
  "gap_ev": 10.6
}

***

{
  "formula": "C26H56BrN6O",
  "method": "ωB97M-V/def2-TZVPD",
  "elements": ["C", "C", "N", "C", "C", "N", "C", "C", "H", "H", "H", "H", "H", "H", "H", "H", "H", "H", "H", "C", "C", "N", "C", "C", "N", "C", "C", "H", "H", "H", "H", "H", "H", "H", "H", "H", "H", "H", "C", "C", "C", "C", "N", "C", "C", "C", "C", "C", "H", "H", "H", "H", "H", "H", "H", "H", "H", "H", "H", "H", "H", "H", "H", "H", "H", "H", "H", "H", "C", "N", "C", "C", "C", "C", "O", "H", "H", "H", "H", "H", "H", "H", "H", "H", "H", "H", "H", "H", "H", "Br"],
  "coordinates": [[3.376627, -1.778984, -3.990001], [2.906637, -1.826394, -2.477511], [1.611217, -2.438324, -2.355261], [1.317887, -3.756434, -2.307691], [-0.062513, -4.035324, -2.243661], [-0.650883, -2.767744, -2.129741], [0.416557, -1.858404, -2.058611], [-2.019293, -2.436484, -1.987821], [4.388077, -1.379024, -4.061461], [2.838407, -1.381704, -4.850581], [3.542927, -2.789054, -4.364431], [2.891067, -0.800424, -2.109761], [3.595667, -2.371784, -1.832611], [2.134227, -4.460674, -2.371151], [-0.608593, -4.966614, -2.273661], [0.320127, -0.800004, -1.866571], [-2.445133, -1.993094, -2.887901], [-2.296863, -1.784814, -1.159341], [-2.585803, -3.348184, -1.798151], [-3.239123, 2.070246, -0.724671], [-3.448043, 0.641196, -0.094341], [-4.539473, 0.604666, 0.883569], [-5.902453, 0.708386, 0.626829], [-6.530623, 0.777076, 1.838089], [-5.532063, 0.798066, 2.804789], [-4.364593, 0.520176, 2.225969], [-5.759023, 0.853946, 4.235209], [-4.145943, 2.444186, -1.200001], [-2.536453, 2.026926, -1.556811], [-2.906223, 2.769436, 0.042399], [-2.496543, 0.368886, 0.362379], [-3.697883, -0.036664, -0.910541], [-6.265463, 0.664806, -0.389401], [-7.551173, 1.011016, 2.102959], [-3.433143, 0.508536, 2.772469], [-5.832343, -0.167694, 4.608019], [-6.721793, 1.309826, 4.466159], [-4.962043, 1.399636, 4.740329], [-0.460833, 2.135426, -4.409731], [0.878717, 1.933356, -3.763521], [0.840357, 2.164346, -2.186171], [0.896557, 3.660036, -1.815021], [0.923147, 4.075996, -0.284841], [-0.459793, 3.944716, 0.443859], [-0.352583, 4.897676, 1.660579], [0.674557, 5.971146, 1.330319], [1.139377, 5.606696, -0.092331], [1.992257, 3.302216, 0.533519], [-1.093533, 1.264046, -4.240941], [-0.249193, 2.249986, -5.472831], [-0.981813, 3.032786, -4.075941], [1.664017, 2.559246, -4.187381], [1.150607, 0.891816, -3.934891], [1.615497, 1.617626, -1.649181], [-0.062233, 1.753346, -1.733941], [0.079567, 4.296636, -2.154681], [1.789767, 4.141206, -2.213461], [-0.562283, 2.873996, 0.620349], [-1.136993, 4.349996, -0.307981], [-0.291783, 4.363846, 2.608969], [-1.362303, 5.308096, 1.649689], [1.511157, 5.912306, 2.026559], [0.190197, 6.945626, 1.392659], [2.179877, 5.929776, -0.125141], [0.665007, 6.131836, -0.921371], [1.680047, 2.271026, 0.698619], [2.002727, 3.688886, 1.552569], [3.003257, 3.209156, 0.136879], [2.798577, -3.315084, 0.779729], [2.196937, -4.105734, 1.976099], [0.723417, -4.543584, 1.537339], [2.933677, -5.443014, 2.208509], [2.151967, -3.098204, 3.159679], [3.350507, -3.207704, 4.088339], [4.667447, -2.945344, 3.558949], [2.219747, -2.399734, 0.656449], [2.755777, -3.915404, -0.129051], [3.837527, -3.052474, 0.979029], [0.144507, -3.673614, 1.227299], [0.192397, -5.046784, 2.345369], [0.808817, -5.234724, 0.698819], [3.022927, -6.063074, 1.316509], [2.263177, -5.946714, 2.904799], [3.894627, -5.240964, 2.681639], [1.281427, -3.405844, 3.738999], [1.732127, -2.135434, 2.868289], [3.337537, -4.249344, 4.409119], [3.296617, -2.560474, 4.963719], [5.383677, -3.075964, 4.184689], [0.337257, -0.122824, 1.053019]],
  "atomic_forces_ev_per_a": [[1.13, -1.47, 0.24], [1.01, 1.18, -1.95], [-4.25, -0.12, 2.15], [-0.56, -2.76, -1.05], [2.01, 2.26, 0.04], [4.72, 0.78, 0.84], [-1.12, -0.23, -1.35], [-2.35, -0.17, -0.03], [-0.07, 0.36, 0.38], [-0.88, 0.77, 0.90], [-0.05, -0.44, 0.39], [-0.43, -0.05, 0.19], [0.16, -0.12, -0.40], [-0.19, -0.20, -0.30], [0.04, 0.12, -0.05], [-0.26, 0.03, -0.35], [0.28, -0.05, -0.17], [0.76, 0.09, 0.14], [0.11, -0.10, -0.15], [-0.61, -0.80, 0.33], [-0.05, 1.31, -1.19], [0.22, -0.74, 1.06], [0.46, -0.20, 0.30], [0.70, 1.09, -0.14], [-0.33, -1.18, -0.84], [-0.51, 1.85, -0.66], [-0.38, -0.48, 0.89], [-0.19, -0.01, 0.32], [0.35, -0.17, 0.23], [-0.07, 0.01, -0.16], [-0.33, -0.35, 0.28], [0.04, -0.17, 0.17], [-0.16, 0.18, 0.19], [0.01, -0.31, -0.13], [0.02, -0.15, -0.26], [0.20, 0.05, 0.15], [0.17, 0.23, -0.29], [-0.09, -0.06, -0.15], [0.06, 0.34, -0.50], [0.21, -0.03, 2.14], [-0.26, 0.50, 0.00], [0.43, 1.11, 1.13], [1.00, -0.24, 0.71], [2.27, 0.15, -0.69], [-2.00, -1.01, -0.55], [-0.40, -0.86, -0.30], [0.94, 0.39, 0.03], [-1.06, -0.26, 0.33], [-0.16, 0.07, -0.12], [-0.56, -0.11, -0.11], [0.00, 0.03, -0.01], [-0.05, 0.01, -0.02], [0.37, -0.02, 0.03], [0.56, 0.18, -0.25], [-0.52, -0.12, -0.30], [-0.27, -0.52, -0.41], [0.19, -0.22, -0.02], [-0.48, 0.17, 0.12], [-0.26, -0.33, 0.18], [0.54, 0.12, -0.06], [0.03, 0.40, 0.48], [-0.05, 0.28, -0.11], [0.44, 0.05, -0.16], [0.26, -0.75, -0.54], [-0.47, -0.20, 0.19], [-0.42, 0.02, -0.49], [0.21, 0.49, -0.26], [-0.24, 0.84, -0.48], [-0.13, -0.68, 0.68], [-1.03, 0.51, -2.30], [1.22, 0.59, 0.32], [-0.60, 0.92, 1.16], [-0.62, -1.15, 0.40], [1.82, -0.22, 0.70], [-1.36, 0.15, -1.80], [-0.05, -0.14, 0.07], [-0.10, -0.17, 0.28], [-0.06, -0.14, 0.35], [0.28, 0.17, 0.09], [0.41, 0.10, 0.20], [0.24, 0.10, 0.09], [-0.08, 0.57, -0.21], [0.38, -0.29, 0.12], [-0.04, -0.08, -0.32], [0.26, -0.61, 0.51], [1.05, 0.21, -0.89], [-0.10, 0.04, 0.48], [-0.98, -0.08, 0.02], [-0.25, -0.13, 0.49], [-0.05, -0.12, -0.01]],
  "total_charge": 4,
  "total_energy_ev": -108861.049,
  "lumo_ha": [-0.3595, -0.5388],
  "multiplicity": 2,
  "gap_ev": [9.6, 4.8]
}

***

> What is the formula in the third record?

C4H5Cl2NO

***

> Number 1 is which compound?

C5H13N3O